13
Properties=species:S:1:pos:R:3 method="wB97M-V/def2-TZVPD" charge=0 homo_lumo_gap_ev=8.62 homo_ev=-8.83 de_lowest_ev=3.543 multiplicity=1
N -1.52449 -0.13446 -1.44197
C -1.38510 -0.50599 -0.13932
O -1.88441 -1.50865 0.37748
C -0.70995 0.25409 0.87527
C 1.49438 0.60571 0.10237
C 0.67351 -0.18660 1.15496
H -1.35871 0.83254 -1.68002
H -2.25692 -0.60418 -1.95755
H 1.15017 1.64338 0.02373
H 1.42141 0.13976 -0.88404
H 2.54468 0.63211 0.40125
H 0.99956 0.09515 2.16055
H 0.83587 -1.26287 1.00729

13
Properties=species:S:1:pos:R:3 method="wB97M-V/def2-TZVPD" charge=0 homo_lumo_gap_ev=7.89 homo_ev=-8.33 de_lowest_ev=5.513 multiplicity=1
C 0.19423 0.31267 -1.48536
N 0.50524 -0.31874 -0.20222
C -0.93851 -1.20291 0.84747
C -0.59511 0.12216 0.89379
C 1.02837 0.58205 0.85110
O 1.26938 1.77787 0.63844
H -0.77044 -0.03159 -1.87156
H 0.98118 -0.00635 -2.17616
H 0.21580 1.40339 -1.39427
H -1.92172 -1.55260 0.52384
H -0.24869 -1.96787 1.18770
H -1.27347 0.90981 0.58458
H 1.55373 -0.02789 1.60264

13
Properties=species:S:1:pos:R:3 method="wB97M-V/def2-TZVPD" charge=0 homo_lumo_gap_ev=9.34 homo_ev=-9.42 de_lowest_ev=3.310 multiplicity=1
C 2.25574 0.24363 -0.23560
C 0.80422 0.32651 0.15750
O 0.39794 0.81642 1.30750
N -0.07547 -0.04418 -0.70343
C -2.05277 -0.90814 0.17166
C -1.42757 0.20794 -0.26314
H 2.68615 1.24857 -0.27200
H 2.83688 -0.34126 0.47927
H 2.32832 -0.21432 -1.22859
H -1.46445 -1.64211 0.72006
H -3.05612 -1.19118 -0.12831
H -0.82078 0.79314 0.97363
H -1.97778 1.01000 -0.76164